Entry from the OMol25 dataset: one molecule with the formula C4H9N at a distorted geometry (the ωB97M-V functional and the def2-TZVPD basis).

Values from the calculation:
E_HOMO	-9.0	eV
E_tot	-5782.466	eV
gap between HOMO and LUMO	0.3738	Ha

```
14
C4H9N (the ωB97M-V functional and the def2-TZVPD basis)
C -0.944 -0.728 -1.151
C -0.508 -0.689 0.325
C 0.916 -0.711 0.797
C 0.225 0.610 0.728
N 0.635 1.514 -0.275
H -2.028 -0.370 -1.179
H -0.974 -1.739 -1.707
H -0.274 0.025 -1.718
H -1.424 -0.938 0.975
H 1.033 -1.150 1.824
H 1.640 -1.069 0.104
H -0.009 1.036 1.729
H 0.080 2.425 -0.380
H 1.631 1.784 -0.073
```

Electronic structure analysis, natural (NBO) charges in units of e: number 1, C, carries -0.637; number 2, C, carries -0.232; number 3, C, carries -0.436; number 4, C, carries -0.068; number 5, N, carries -0.851; number 6, H, carries 0.205; number 7, H, carries 0.209; number 8, H, carries 0.240; number 9, H, carries 0.211; number 10, H, carries 0.219; number 11, H, carries 0.224; number 12, H, carries 0.178; number 13, H, carries 0.373; number 14, H, carries 0.365



Entry from the OMol25 dataset: C12H28B3NO7S as an isolated structure at a distorted geometry (the ωB97M-V functional and the def2-TZVPD basis).

Values from the calculation:
E_HOMO	-9.6	eV
E_tot	-41589.196	eV
gap between HOMO and LUMO	0.3462	Ha

```
52
C12H28B3NO7S (the ωB97M-V functional and the def2-TZVPD basis)
C 2.353 -3.643 3.402
C 3.146 -3.821 2.242
B 3.695 -2.486 1.554
O 4.323 -2.402 0.266
B 3.950 -1.087 -0.208
N 4.915 -0.234 -0.970
O 2.631 -0.520 0.076
B 2.426 -0.607 1.487
C 1.107 -0.148 2.285
C 0.675 1.351 1.954
C -0.863 1.517 2.351
C -1.756 0.881 1.194
C -2.715 -0.299 1.730
O -3.883 -0.259 0.888
C -4.696 -1.432 1.064
C -4.109 -2.637 0.178
O 3.514 -1.214 2.242
H 2.693 -2.851 4.138
H 1.398 -4.199 3.603
H 3.349 -4.849 1.807
H 4.422 0.366 -1.644
H 5.277 0.441 -0.272
H 1.206 -0.349 3.403
H 0.256 -0.832 1.940
H 1.343 2.138 2.416
H 0.782 1.466 0.824
H -1.151 2.598 2.567
H -1.037 0.949 3.312
H -1.114 0.412 0.385
H -2.449 1.658 0.763
H -2.951 -0.052 2.818
H -2.172 -1.297 1.691
H -5.724 -1.212 0.652
H -4.722 -1.788 2.139
H -3.603 -2.272 -0.768
H -3.370 -3.273 0.747
H -5.001 -3.264 -0.153
O 0.159 3.960 -4.624
S -0.715 3.198 -3.772
O -0.934 3.559 -2.398
O -0.287 1.644 -3.839
C 1.072 1.301 -3.559
C 1.359 1.318 -2.070
C -2.286 3.028 -4.567
H 1.757 1.960 -4.102
H 1.227 0.290 -3.944
H 1.305 2.334 -1.672
H 2.355 0.928 -1.864
H 0.625 0.719 -1.528
H -2.127 2.706 -5.595
H -2.775 4.001 -4.550
H -2.881 2.301 -4.018
```

Electronic structure analysis, natural (NBO) charges in units of e: number 1, C, carries -0.279; number 2, C, carries -0.587; number 3, B, carries 1.104; number 4, O, carries -0.880; number 5, B, carries 1.300; number 6, N, carries -1.134; number 7, O, carries -0.927; number 8, B, carries 1.174; number 9, C, carries -0.797; number 10, C, carries -0.386; number 11, C, carries -0.410; number 12, C, carries -0.424; number 13, C, carries -0.067; number 14, O, carries -0.548; number 15, C, carries -0.069; number 16, C, carries -0.656; number 17, O, carries -0.914; number 18, H, carries 0.215; number 19, H, carries 0.205; number 20, H, carries 0.238; number 21, H, carries 0.379; number 22, H, carries 0.393; number 23, H, carries 0.238; number 24, H, carries 0.237; number 25, H, carries 0.212; number 26, H, carries 0.208; number 27, H, carries 0.218; number 28, H, carries 0.194; number 29, H, carries 0.201; number 30, H, carries 0.234; number 31, H, carries 0.164; number 32, H, carries 0.166; number 33, H, carries 0.191; number 34, H, carries 0.172; number 35, H, carries 0.220; number 36, H, carries 0.204; number 37, H, carries 0.212; number 38, O, carries -0.930; number 39, S, carries 2.366; number 40, O, carries -0.926; number 41, O, carries -0.718; number 42, C, carries -0.079; number 43, C, carries -0.634; number 44, C, carries -0.883; number 45, H, carries 0.196; number 46, H, carries 0.194; number 47, H, carries 0.224; number 48, H, carries 0.210; number 49, H, carries 0.218; number 50, H, carries 0.251; number 51, H, carries 0.255; number 52, H, carries 0.254



Entry from the OMol25 dataset: a 11-piece molecular cluster, C60H75N9O15 overall at a distorted geometry (the ωB97M-V functional and the def2-TZVPD basis).

Values from the calculation:
E_HOMO	-8.9	eV
E_tot	-107535.742	eV
gap between HOMO and LUMO	0.2915	Ha

```
159
C60H75N9O15 (the ωB97M-V functional and the def2-TZVPD basis)
O 2.746 6.440 -5.195
N 2.690 5.180 -5.184
O 3.483 4.463 -5.883
C 1.676 4.478 -4.326
C 1.487 3.067 -4.496
C 0.520 2.438 -3.738
C -0.211 3.141 -2.774
C -0.190 4.594 -2.756
C 0.805 5.221 -3.472
H 2.166 2.512 -5.126
H 0.310 1.385 -3.853
H -0.974 2.664 -2.176
H -0.806 5.205 -2.113
H 0.818 6.292 -3.331
O -3.928 8.787 -2.748
N -2.821 9.083 -2.518
O -2.234 10.021 -3.094
C -1.931 8.367 -1.554
C -0.643 8.738 -1.367
C 0.166 7.904 -0.638
C -0.310 6.740 0.012
C -1.659 6.499 0.036
C -2.505 7.341 -0.727
H -0.289 9.575 -1.950
H 1.204 8.133 -0.448
H 0.460 6.195 0.536
H -1.938 5.599 0.563
H -3.573 7.218 -0.831
O -4.027 2.665 1.888
N -4.016 1.925 0.903
O -3.657 0.817 0.902
C -4.134 2.588 -0.414
C -4.295 3.948 -0.458
C -4.307 4.633 -1.730
C -4.247 3.908 -2.876
C -4.043 2.548 -2.819
C -3.875 1.955 -1.586
H -4.444 4.451 0.486
H -4.615 5.667 -1.776
H -4.229 4.515 -3.770
H -4.013 1.934 -3.707
H -3.852 0.876 -1.571
O -4.730 -4.828 6.308
N -3.779 -4.810 5.488
O -2.662 -5.118 5.803
C -4.120 -4.580 4.055
C -3.133 -4.553 3.072
C -3.355 -4.187 1.718
C -4.692 -4.085 1.406
C -5.776 -4.069 2.310
C -5.464 -4.331 3.655
H -2.162 -4.940 3.343
H -2.553 -4.135 0.997
H -4.930 -3.876 0.374
H -6.708 -3.872 1.800
H -6.258 -4.290 4.386
O 7.064 -4.270 -1.221
N 5.878 -4.160 -1.127
O 5.099 -4.901 -1.722
C 5.385 -3.268 -0.108
C 4.417 -3.568 0.805
C 3.861 -2.558 1.665
C 4.196 -1.251 1.471
C 5.255 -0.961 0.630
C 5.895 -1.956 -0.080
H 4.001 -4.562 0.732
H 3.059 -2.902 2.302
H 3.787 -0.383 1.966
H 5.447 0.081 0.418
H 6.459 -1.645 -0.948
O -0.810 -1.108 3.123
N -1.139 -1.715 4.158
O -0.833 -2.856 4.391
C -1.806 -0.939 5.252
C -2.353 0.368 4.963
C -3.207 0.987 5.892
C -3.408 0.367 7.109
C -2.879 -0.891 7.421
C -2.115 -1.518 6.454
H -2.251 0.796 3.976
H -3.782 1.836 5.554
H -3.823 0.974 7.900
H -2.893 -1.481 8.325
H -1.754 -2.490 6.756
C -1.021 -4.710 -5.265
O -0.433 -3.576 -4.766
C -1.154 -2.318 -4.766
C -2.434 -2.197 -3.875
C -3.189 -0.882 -3.785
N -2.072 -2.536 -2.536
H -1.150 -4.576 -6.339
H -2.004 -4.870 -4.822
H -0.317 -5.521 -5.082
H -0.523 -1.549 -4.321
H -1.426 -2.156 -5.809
H -2.999 -3.049 -4.255
H -3.457 -0.584 -4.798
H -2.679 -0.054 -3.291
H -4.115 -1.152 -3.278
H -1.469 -3.333 -2.680
H -1.559 -1.730 -2.209
C 0.103 -5.605 1.761
O 0.209 -5.498 3.180
C 1.525 -5.704 3.735
C 1.520 -5.797 5.297
C 1.624 -4.479 6.017
N 2.527 -6.572 5.904
H 1.091 -5.581 1.301
H -0.352 -4.743 1.274
H -0.435 -6.461 1.354
H 1.948 -6.640 3.370
H 2.132 -4.837 3.474
H 0.615 -6.337 5.574
H 2.565 -3.951 5.864
H 1.262 -4.382 7.041
H 0.823 -3.803 5.718
H 3.310 -6.557 5.265
H 2.108 -7.489 5.843
C -0.069 2.576 0.664
O 0.822 1.634 -0.055
C 0.779 0.294 0.499
C -0.428 -0.519 -0.103
C -0.265 -2.022 -0.014
N -0.596 -0.266 -1.563
H 0.237 2.878 1.666
H -1.034 2.070 0.635
H -0.222 3.514 0.131
H 1.791 -0.004 0.223
H 0.813 0.212 1.586
H -1.302 -0.180 0.453
H 0.308 -2.522 -0.795
H -1.221 -2.542 -0.072
H 0.117 -2.353 0.952
H 0.209 -0.556 -2.099
H -0.394 0.723 -1.554
C 3.719 5.056 1.629
C 3.543 4.205 0.522
C 3.998 4.640 -0.723
C 4.519 5.941 -0.802
C 4.550 6.864 0.283
C 4.189 6.353 1.488
H 3.431 4.863 2.652
H 3.077 3.238 0.645
H 4.005 3.961 -1.563
H 4.848 6.265 -1.779
H 5.037 7.826 0.213
H 4.350 7.055 2.293
C 4.336 -3.482 -5.370
C 5.251 -2.692 -4.734
C 4.874 -2.077 -3.477
C 3.544 -2.148 -3.054
C 2.701 -3.002 -3.687
C 3.087 -3.749 -4.787
H 4.575 -3.888 -6.342
H 6.238 -2.735 -5.170
H 5.560 -1.329 -3.108
H 3.221 -1.523 -2.234
H 1.688 -3.075 -3.321
H 2.352 -4.339 -5.315
```

Atom charges from the Löwdin analysis, given in e for atoms 1 to 99: number 1, O, carries 0.045; number 2, N, carries -0.290; number 3, O, carries 0.027; number 4, C, carries -0.101; number 5, C, carries 0.008; number 6, C, carries -0.071; number 7, C, carries -0.043; number 8, C, carries -0.040; number 9, C, carries -0.009; number 10, H, carries 0.115; number 11, H, carries 0.096; number 12, H, carries 0.078; number 13, H, carries 0.078; number 14, H, carries 0.108; number 15, O, carries 0.121; number 16, N, carries -0.354; number 17, O, carries 0.046; number 18, C, carries -0.126; number 19, C, carries -0.024; number 20, C, carries -0.054; number 21, C, carries -0.085; number 22, C, carries -0.081; number 23, C, carries 0.021; number 24, H, carries 0.125; number 25, H, carries 0.108; number 26, H, carries 0.107; number 27, H, carries 0.099; number 28, H, carries 0.089; number 29, O, carries 0.052; number 30, N, carries -0.357; number 31, O, carries 0.119; number 32, C, carries -0.160; number 33, C, carries 0.016; number 34, C, carries -0.054; number 35, C, carries -0.078; number 36, C, carries -0.055; number 37, C, carries -0.034; number 38, H, carries 0.113; number 39, H, carries 0.094; number 40, H, carries 0.118; number 41, H, carries 0.105; number 42, H, carries 0.110; number 43, O, carries 0.035; number 44, N, carries -0.331; number 45, O, carries 0.084; number 46, C, carries -0.119; number 47, C, carries -0.004; number 48, C, carries -0.035; number 49, C, carries -0.092; number 50, C, carries -0.050; number 51, C, carries 0.004; number 52, H, carries 0.089; number 53, H, carries 0.086; number 54, H, carries 0.101; number 55, H, carries 0.103; number 56, H, carries 0.107; number 57, O, carries 0.109; number 58, N, carries -0.362; number 59, O, carries 0.079; number 60, C, carries -0.176; number 61, C, carries 0.012; number 62, C, carries -0.042; number 63, C, carries -0.099; number 64, C, carries -0.073; number 65, C, carries -0.008; number 66, H, carries 0.114; number 67, H, carries 0.091; number 68, H, carries 0.108; number 69, H, carries 0.110; number 70, H, carries 0.107; number 71, O, carries 0.044; number 72, N, carries -0.302; number 73, O, carries 0.075; number 74, C, carries -0.102; number 75, C, carries 0.024; number 76, C, carries -0.067; number 77, C, carries -0.074; number 78, C, carries -0.048; number 79, C, carries -0.038; number 80, H, carries 0.099; number 81, H, carries 0.108; number 82, H, carries 0.104; number 83, H, carries 0.113; number 84, H, carries 0.114; number 85, C, carries -0.127; number 86, O, carries -0.228; number 87, C, carries -0.145; number 88, C, carries -0.455; number 89, C, carries -0.058; number 90, N, carries 0.041; number 91, H, carries 0.089; number 92, H, carries 0.083; number 93, H, carries 0.096; number 94, H, carries 0.111; number 95, H, carries 0.121; number 96, H, carries 0.119; number 97, H, carries 0.077; number 98, H, carries 0.046; number 99, H, carries 0.087